A molecular structure, C51H61AsN2O8S2Ta, computed with wB97M-V/def2-TZVPD.

## Properties
LUMO = -0.1812 Eh
Kohn-Sham gap = 5.8 eV
net charge = +1
E = -157295.1363 eV
highest occupied orbital energy = -10.711 eV
energy relative to the best compared isomer or geometry (same formula, charge and spin) = 89.2 kcal per mole

The geometry in XYZ format:
```
126
C51H61AsN2O8S2Ta | OMol25 | wB97M-V/def2-TZVPD
Ta -0.05 -0.23 -0.47
C 7.31 1.76 -1.84
C 6.38 0.72 -2.50
C 6.34 0.94 -4.02
C 6.93 -0.68 -2.22
C 4.98 0.91 -1.94
C 4.32 -0.07 -1.29
C 2.97 0.16 -0.87
N 2.16 -0.62 -0.21
C 2.44 -1.78 0.48
C 3.70 -2.25 0.89
C 3.79 -3.40 1.64
C 2.60 -4.06 2.00
C 1.33 -3.61 1.67
C 1.27 -2.44 0.91
O 0.10 -1.89 0.53
C 0.06 -4.33 2.12
C 0.38 -5.58 2.95
C -0.76 -4.77 0.90
C -0.78 -3.38 3.00
C 5.17 -3.90 2.08
C 5.83 -2.84 2.98
C 5.09 -5.21 2.85
C 6.05 -4.12 0.83
C 2.30 1.44 -1.21
O 1.09 1.54 -0.93
C 3.06 2.51 -1.83
C 4.34 2.20 -2.16
C 2.41 3.85 -2.11
C 3.39 4.81 -2.78
C 1.95 4.48 -0.78
C 1.20 3.67 -3.05
H 8.33 1.63 -2.23
H 7.34 1.63 -0.76
H 7.01 2.78 -2.06
H 7.34 0.80 -4.43
H 6.02 1.95 -4.28
H 5.67 0.23 -4.50
H 7.94 -0.75 -2.63
H 6.33 -1.45 -2.69
H 7.00 -0.88 -1.15
H 4.75 -1.05 -1.16
H 4.59 -1.69 0.66
H 2.68 -4.96 2.58
H 0.96 -6.31 2.37
H -0.55 -6.06 3.24
H 0.93 -5.33 3.86
H -0.17 -5.45 0.27
H -1.08 -3.93 0.30
H -1.65 -5.31 1.23
H -0.20 -3.06 3.88
H -1.66 -3.91 3.36
H -1.11 -2.50 2.46
H 5.23 -2.67 3.87
H 5.95 -1.89 2.46
H 6.82 -3.18 3.29
H 4.52 -5.11 3.77
H 6.10 -5.53 3.12
H 4.64 -6.01 2.25
H 6.20 -3.20 0.27
H 5.59 -4.85 0.16
H 7.03 -4.50 1.13
H 4.93 2.95 -2.66
H 4.27 5.00 -2.16
H 2.89 5.77 -2.94
H 3.72 4.44 -3.75
H 2.80 4.63 -0.11
H 1.21 3.86 -0.27
H 1.50 5.45 -0.97
H 1.50 3.17 -3.97
H 0.79 4.65 -3.30
H 0.41 3.09 -2.58
C -6.67 -2.34 -3.28
C -7.13 -0.90 -3.01
C -6.98 -0.06 -4.29
C -8.60 -0.92 -2.59
C -6.25 -0.28 -1.94
C -6.67 0.46 -0.91
C -5.77 1.12 0.03
C -4.46 1.23 -0.18
S -3.52 2.15 1.04
C -1.88 1.56 0.83
N -1.54 1.01 -0.26
C -3.83 0.55 -1.38
C -4.78 -0.45 -2.10
C -0.86 1.58 1.90
C -0.98 2.23 3.12
C 0.07 2.15 4.03
C 1.20 1.41 3.71
C 1.30 0.75 2.49
C 0.28 0.82 1.54
H -7.35 -2.81 -4.00
H -6.68 -2.94 -2.37
H -5.67 -2.39 -3.71
H -7.54 -0.52 -5.10
H -5.93 0.00 -4.61
H -7.35 0.95 -4.13
H -9.19 -1.40 -3.37
H -9.00 0.09 -2.46
H -8.74 -1.48 -1.66
H -7.73 0.60 -0.74
H -6.21 1.57 0.91
H -4.47 -0.57 -3.14
H -1.88 2.78 3.37
H 0.00 2.66 4.98
H 2.01 1.35 4.42
H 2.19 0.17 2.30
O -1.88 -1.48 -3.90
As -0.87 -0.06 -3.73
O -0.05 0.26 -5.09
O 0.22 -0.37 -2.43
C -2.12 1.37 -3.29
C -1.83 2.41 -4.17
C -2.54 3.60 -4.18
C -3.58 3.76 -3.30
C -3.88 2.74 -2.41
C -3.18 1.53 -2.36
S -3.11 -0.96 -0.64
O -3.23 -1.11 0.77
O -4.30 -1.68 -1.38
O -1.83 -1.40 -1.20
H -1.57 -1.99 -4.66
H -1.02 2.26 -4.88
H -2.27 4.38 -4.89
H -4.16 4.67 -3.28
H -4.72 2.88 -1.74
```

---

C6H10N2 in the gas phase at a distorted geometry, computed with wB97M-V/def2-TZVPD.

## Properties
LUMO = 0.0368 Eh
Kohn-Sham gap = 9.1 eV
E = -9361.5049 eV
highest occupied orbital energy = -8.145 eV
energy relative to the best compared isomer or geometry (same formula, charge and spin) = 67.6 kcal per mole
SMILES = C=N/C(C)=C/C(=C)N

The geometry in XYZ format:
```
18
C6H10N2 | OMol25 | wB97M-V/def2-TZVPD
C 0.44 -1.55 -0.78
C -1.47 0.57 0.23
C 0.69 -0.41 0.13
N -1.87 1.43 -0.76
C 0.08 0.63 0.62
C 3.08 0.27 0.16
C -2.29 -0.22 0.92
N 2.17 -0.33 0.82
H -2.86 1.66 -0.75
H -1.29 2.27 -0.85
H 0.39 1.45 1.24
H 0.73 -1.31 -1.81
H 1.06 -2.40 -0.48
H -0.59 -1.91 -0.78
H 4.11 0.35 0.55
H 2.88 0.70 -0.85
H -1.91 -0.99 1.59
H -3.37 -0.19 0.78
```

---

C2HN2PS in the gas phase at a distorted geometry, computed with wB97M-V/def2-TZVPD.

## Properties
LUMO = -0.0381 Eh
Kohn-Sham gap = 9.4 eV
E = -25192.6827 eV
highest occupied orbital energy = -10.456 eV
energy relative to the best compared isomer or geometry (same formula, charge and spin) = 16.8 kcal per mole
SMILES = N#CP(S)C#N

The geometry in XYZ format:
```
7
C2HN2PS | OMol25 | wB97M-V/def2-TZVPD
C 0.19 -1.69 -0.24
C 0.86 0.61 -0.46
N -0.24 -2.40 -1.02
N 1.28 1.20 -1.34
P 0.47 -0.30 0.99
S -1.52 0.64 0.98
H -1.03 1.93 1.09
```

---

3 unconnected molecules or ions with the total composition C5H8N2, computed with wB97M-V/def2-TZVPD.

## Properties
LUMO (spin up / spin down) = -0.0186 / -0.0186 Eh
Kohn-Sham gap (spin up / spin down) = 7.1 / 7.1 eV
E = -8289.3115 eV
highest occupied orbital energy (spin up / spin down) = -7.610 / -7.609 eV
energy relative to the best compared isomer or geometry (same formula, charge and spin) = 131.1 kcal per mole

The geometry in XYZ format:
```
15
C5H8N2 | OMol25 | wB97M-V/def2-TZVPD
C 2.16 0.19 0.31
N 0.88 -0.12 0.25
C 0.32 -1.42 0.34
C -1.01 -1.27 0.33
C -1.27 0.16 0.08
N -2.55 0.67 -0.12
C -0.10 0.85 0.02
H 1.81 1.53 -1.12
H 2.46 1.14 0.73
H 2.90 -0.60 0.24
H 0.95 -2.28 0.54
H -1.75 -2.07 0.37
H -3.21 0.03 -0.54
H -2.55 1.57 -0.57
H 0.96 1.63 -0.87
```

---

A molecular structure, C17H29ClNO6P2Ru at a distorted geometry, computed with wB97M-V/def2-TZVPD.

## Properties
LUMO (spin up / spin down) = -0.0075 / -0.0952 Eh
<S²> = 8.791
Kohn-Sham gap (spin up / spin down) = 4.9 / 5.2 eV
E = -65545.3050 eV
2S+1 = 6
highest occupied orbital energy (spin up / spin down) = -5.089 / -7.827 eV

The geometry in XYZ format:
```
57
C17H29ClNO6P2Ru | OMol25 | wB97M-V/def2-TZVPD
C 4.04 -1.14 0.48
C 2.71 -0.69 0.74
N 1.70 -1.07 -0.13
C 1.93 -1.97 -1.10
C 3.22 -2.44 -1.34
C 4.29 -2.01 -0.56
C 2.34 0.13 1.82
P 0.62 0.47 2.13
Ru -0.20 -0.12 0.17
P -0.61 -1.54 -2.50
C 0.78 -2.56 -1.89
C -1.83 1.14 0.48
C -2.78 0.74 1.41
C -4.00 1.42 1.47
C -4.27 2.46 0.58
C -3.30 2.85 -0.36
C -2.06 2.20 -0.39
O 5.50 4.14 0.09
O -0.03 5.89 0.71
H 4.83 -0.78 1.13
H 3.35 -3.15 -2.15
H 5.30 -2.36 -0.78
C 0.00 -0.73 3.36
C 0.46 2.11 2.90
H 1.19 -3.04 -2.79
H 0.28 -3.35 -1.29
H 5.33 4.06 1.02
H 3.13 0.52 2.48
C -1.75 -2.65 -3.33
C 0.02 -0.32 -3.64
H -2.58 -0.12 2.05
H -4.74 1.12 2.22
H -5.23 2.98 0.61
H -3.51 3.66 -1.06
H -1.27 2.49 -1.08
H 0.87 1.04 -0.21
H -0.57 5.92 -0.10
H 0.86 5.97 0.41
H 5.04 3.38 -0.31
H 0.31 1.22 -0.79
H 0.70 -0.80 4.20
H -1.00 -0.44 3.72
H -0.09 -1.71 2.87
H 1.23 2.26 3.66
H 0.54 2.90 2.14
H -0.53 2.18 3.36
H 0.06 -0.76 -4.65
H -0.68 0.53 -3.64
H 1.02 0.01 -3.34
H -1.30 -3.05 -4.24
H -2.00 -3.46 -2.63
H -2.66 -2.07 -3.56
O -2.66 -2.35 1.06
Cl -1.89 -3.64 1.14
O -2.68 -4.65 1.89
O -1.64 -4.14 -0.26
O -1.39 -0.89 -1.36
```